# 1
DFT (ωB97M-V with the def2-TZVPD basis set) results for a cluster of 19 separate species, H38O19 in total.

Geometry as XYZ:
```
57
Properties=species:S:1:pos:R:3:forces:R:3
O -1.204 2.778 -1.976 1.46 -0.10 1.28
H -0.657 3.006 -1.194 -1.11 0.39 0.28
H -0.382 2.618 -2.466 -0.41 -0.46 -1.28
O 2.338 3.001 -0.242 -0.44 0.22 -0.72
H 2.810 3.588 -0.857 0.00 -0.14 0.65
H 2.749 3.036 0.622 0.40 0.04 -0.02
O -3.223 -1.410 2.304 0.40 0.34 0.05
H -2.700 -1.447 1.496 -0.23 -0.25 -0.29
H -2.543 -0.959 2.838 -0.46 -0.29 0.29
O -2.183 -0.924 -3.145 -1.15 0.62 0.53
H -2.457 -0.546 -3.998 0.21 -0.22 0.28
H -2.961 -0.739 -2.559 0.98 -0.36 -0.83
O -3.868 2.251 -0.730 0.39 1.35 -0.25
H -2.995 1.844 -0.890 0.16 -0.16 -0.20
H -4.428 1.687 -0.179 -0.20 -1.22 0.41
O -0.497 -0.587 4.590 -0.97 0.11 0.53
H -1.114 0.160 4.475 0.77 -0.36 0.36
H 0.400 -0.261 4.683 -0.02 0.63 0.84
O 4.484 0.817 0.973 -0.33 -0.07 1.01
H 3.704 0.278 0.788 0.21 -0.04 -0.38
H 5.071 0.200 1.439 -0.04 0.28 -0.30
O 2.088 1.266 3.277 0.79 1.60 -0.13
H 2.073 2.166 3.641 -1.06 -0.18 0.65
H 2.960 1.433 2.885 0.36 -1.21 -0.66
O 4.630 0.495 -1.740 0.35 -0.82 0.44
H 4.479 1.430 -1.607 -0.23 -0.01 -0.49
H 4.282 0.158 -2.570 -0.11 0.66 -0.20
O 1.527 1.287 -2.216 -0.30 0.71 -0.02
H 1.666 1.823 -1.405 0.03 -0.62 -0.11
H 0.811 0.661 -2.095 0.02 -0.12 0.68
O -1.373 -4.160 -2.074 -0.29 -0.39 0.08
H -1.755 -3.583 -2.735 0.12 0.27 -0.13
H -0.678 -3.685 -1.615 0.18 0.08 -0.10
O -1.012 0.058 2.324 0.48 1.48 -3.68
H -0.915 0.312 1.316 0.06 -1.51 2.56
H -0.100 -0.118 2.621 -0.31 0.20 -0.26
O 1.975 -0.165 -4.425 -0.38 0.39 0.23
H 1.327 -0.811 -4.707 -0.02 -0.21 -0.32
H 1.475 0.432 -3.840 0.63 -0.01 -0.56
O -1.817 2.665 2.005 -1.20 0.17 0.21
H -2.620 2.350 2.492 0.82 0.23 -0.39
H -1.646 2.005 1.329 0.05 -0.23 0.02
O 1.761 -1.495 3.611 0.42 0.34 -0.22
H 0.816 -1.284 3.608 0.54 -0.75 -0.12
H 2.233 -0.644 3.671 -0.37 -0.55 -0.06
O -0.695 -3.220 0.568 -0.28 -0.22 0.16
H -1.138 -2.426 0.873 0.17 -0.01 0.83
H -1.371 -3.895 0.700 0.16 -0.36 -0.16
O -4.471 -0.283 0.162 -0.05 0.73 -1.03
H -4.209 -1.074 -0.340 -0.29 0.29 0.72
H -4.376 -0.428 1.111 0.20 -0.78 0.26
O 2.193 -2.254 -2.540 -0.52 -1.24 0.60
H 2.343 -1.318 -2.711 -0.32 -0.36 -0.93
H 1.685 -2.752 -3.222 0.81 1.29 0.50
O -0.823 -0.953 -0.482 -0.25 1.00 0.99
H -0.764 -1.931 -0.549 0.30 0.60 -0.95
H -0.900 -0.454 -1.294 -0.12 -0.77 -0.66
```
Positions in Å, forces in eV/Å.

Net charge   +1
Expectation value of S²   0.7592
Multiplicity   2
F_max   0.078 hartree/bohr
Lowest unoccupied orbital energy (spin up / spin down)   -4.0 / -11.0 eV
Energy relative to the best compared isomer or geometry (same formula, charge and spin)   1.714 eV
HOMO level (spin up / spin down)   -13.1160 / -13.1159 eV

These are the Mulliken partial charges, in e, on atoms 1 to 8:
1 O -0.625
2 H 0.319
3 H 0.330
4 O -0.624
5 H 0.292
6 H 0.266
7 O -0.744
8 H 0.273

# 2
DFT (ωB97M-V with the def2-TZVPD basis set) results for a structure of composition H3IN2O2S.

Geometry as XYZ:
```
9
Properties=species:S:1:pos:R:3:forces:R:3
N 0.274 0.990 -0.824 2.34 -2.22 0.87
N -0.696 -1.038 1.910 0.96 0.66 0.24
O 1.613 -1.828 1.130 -1.10 1.32 -0.34
O 1.454 0.399 2.277 -1.50 -1.57 -1.75
S 0.883 -0.591 1.348 0.63 1.08 0.20
I -1.919 0.541 2.126 -0.39 0.64 0.27
H -0.564 0.628 -1.220 -1.05 -0.89 -0.36
H -0.051 1.721 -0.259 -0.49 1.60 1.43
H -1.232 -1.634 1.298 0.60 -0.61 -0.56
```
Positions in Å, forces in eV/Å.

F_max   0.065 hartree/bohr
Lowest unoccupied orbital energy (spin up / spin down)   -2.7 / -2.7 eV
Energy relative to the best compared isomer or geometry (same formula, charge and spin)   3.468 eV
HOMO level (spin up / spin down)   -9.7265 / -9.7255 eV

These are the Mulliken partial charges, in e, on atoms 1 to 8:
1 N -0.492
2 N -0.489
3 O -0.477
4 O -0.441
5 S 0.871
6 I 0.217
7 H 0.237
8 H 0.231

# 3
DFT (ωB97M-V with the def2-TZVPD basis set) results for a cluster of 2 separate species, H3INPS in total.

Geometry as XYZ:
```
7
Properties=species:S:1:pos:R:3:forces:R:3
N 0.008 -1.424 0.147 -0.19 -0.42 -0.20
P -1.670 2.067 -0.001 0.16 0.45 0.00
S 0.618 -0.012 0.099 -0.11 -0.15 -0.59
I 3.175 0.009 -0.037 0.18 0.06 -0.03
H -0.137 -1.750 1.094 0.03 0.18 0.30
H -2.550 0.978 -0.043 -0.23 -0.35 0.00
H 0.557 0.133 -1.259 0.16 0.23 0.52
```
Positions in Å, forces in eV/Å.

F_max   0.012 hartree/bohr
Lowest unoccupied orbital energy (spin up / spin down)   -2.0 / -2.3 eV
Energy relative to the best compared isomer or geometry (same formula, charge and spin)   3.295 eV
HOMO level (spin up / spin down)   -8.7143 / -9.1158 eV

The computed Mulliken charges, all in e, follow:
1 N -0.431
2 P 0.019
3 S -0.024
4 I -0.141
5 H 0.242
6 H 0.055
7 H 0.279

# 4
DFT (ωB97M-V with the def2-TZVPD basis set) results for a structure of composition H3InO3.

Geometry as XYZ:
```
7
Properties=species:S:1:pos:R:3:forces:R:3
In 0.732 -0.326 -0.656 -0.05 0.04 0.03
O -3.526 2.191 1.093 0.41 0.12 0.24
H -3.200 2.762 1.816 -0.21 -0.23 -0.29
O 1.058 -1.871 4.456 -0.41 0.03 0.00
H 0.270 -1.996 5.021 0.37 0.06 -0.22
O 2.646 -0.182 -5.547 -0.44 -0.21 -0.02
H 2.019 -0.578 -6.183 0.33 0.20 0.26
```
Positions in Å, forces in eV/Å.

F_max   0.010 hartree/bohr
Lowest unoccupied orbital energy   -6.3 eV
Energy relative to the best compared isomer or geometry (same formula, charge and spin)   12.142 eV
HOMO level   -7.7834 eV

The computed Mulliken charges, all in e, follow:
1 In 0.985
2 O -0.592
3 H 0.282
4 O -0.595
5 H 0.285
6 O -0.636
7 H 0.271